The following is a DFT calculation (ωB97M-V/def2-TZVPD) of a single C4H8N2 molecule in a non-equilibrium geometry.

Summary:
**Structure (SMILES)**: CCC1(C)N=N1
**Energy relative to the best compared isomer or geometry (same formula, charge and spin)**: 63.95 kcal per mole
**Lowest unoccupied orbital energy**: 0.835 eV
**Frontier orbital gap**: 10.5702 eV
**HOMO level**: -9.73 eV

Geometry (Å):
1 N -2.201 -0.261 0.422
2 N -1.926 -0.533 -0.737
3 C 1.455 -0.819 -0.312
4 C 0.237 -0.783 0.707
5 C -0.642 1.473 -0.148
6 C -0.863 -0.015 0.061
7 H 0.436 1.474 -0.556
8 H 2.167 -1.468 0.028
9 H 1.141 -1.025 -1.362
10 H -0.799 1.985 0.729
11 H 0.570 -0.220 1.602
12 H -0.181 -1.812 0.797
13 H -1.354 1.927 -0.794
14 H 1.960 0.078 -0.436


The following is a DFT calculation (ωB97M-V/def2-TZVPD) of a molecular structure, C35H79BMgN4O31 in a non-equilibrium geometry.

Summary:
**Lowest unoccupied orbital energy**: -3.345 eV
**Frontier orbital gap**: 4.7038 eV
**HOMO level**: -8.05 eV

Geometry (Å):
1 Mg -3.073 3.225 -6.024
2 O -4.672 4.046 -4.070
3 O -6.650 -2.775 8.960
4 O -4.545 -2.539 6.943
5 O 3.762 -6.269 2.809
6 O 8.731 6.545 0.822
7 O -4.779 -1.014 -8.673
8 O -1.714 0.444 1.285
9 O 1.415 1.061 2.881
10 O -0.804 -1.096 -0.383
11 O 2.317 5.647 5.905
12 O 2.727 4.162 7.352
13 O -4.386 -5.362 -0.181
14 O -1.677 -1.831 -2.362
15 O 4.034 -2.765 -4.034
16 O -0.993 1.191 -0.894
17 O -1.713 1.012 -3.042
18 O 6.302 -1.387 4.590
19 O 0.609 0.530 0.846
20 O -7.163 1.743 2.439
21 O 5.664 -7.454 4.443
22 O -4.191 0.836 -7.742
23 O -3.368 5.037 -7.790
24 O -6.666 3.808 2.012
25 O 2.250 -4.875 -6.442
26 O -2.818 -0.625 -8.074
27 O -2.165 4.864 -4.199
28 O -1.184 3.588 -7.650
29 O 6.236 -0.476 6.580
30 O -1.489 0.862 3.588
31 O 7.119 3.612 -0.491
32 O -6.557 -4.184 0.261
33 N -6.714 2.808 2.738
34 N 3.101 4.940 6.497
35 N 5.830 -1.256 5.733
36 N -3.963 -0.269 -8.173
37 C -5.403 -3.488 0.685
38 C -1.035 0.680 2.479
39 C -1.242 4.574 -8.780
40 C 3.151 -5.208 1.983
41 C 2.902 -4.568 -7.744
42 C -4.237 -4.420 0.861
43 C 5.809 -7.737 3.091
44 C 4.483 5.070 6.286
45 C 6.617 -8.131 5.337
46 C -3.056 5.624 -3.261
47 C -7.746 -3.544 0.818
48 C -6.353 3.054 4.163
49 C -1.354 0.514 -1.967
50 C 0.498 0.737 2.096
51 C -2.367 5.596 -8.562
52 C -1.373 -0.997 -1.582
53 C -3.384 -3.075 7.391
54 C 2.500 -4.000 -5.352
55 C -5.092 -1.514 7.750
56 C 5.036 -6.660 2.281
57 C -7.313 -3.006 10.225
58 C -4.238 4.744 -2.898
59 C -0.822 5.432 -4.174
60 C -3.161 -5.941 -0.693
61 C 3.929 -3.810 -5.029
62 C 7.568 5.856 0.347
63 C -4.594 5.757 -7.961
64 C 4.676 -2.057 6.157
65 C 9.786 6.701 -0.087
66 C -5.752 3.180 -3.721
67 C -5.468 -2.049 9.098
68 C -0.025 2.808 -7.763
69 C 7.857 4.351 0.479
70 C 5.870 3.234 0.035
71 C 5.372 -2.581 -3.446
72 B -0.698 0.223 0.230
73 H -6.201 2.861 -4.661
74 H -7.918 -3.899 10.386
75 H -7.787 -2.459 0.725
76 H 6.529 -9.216 5.291
77 H -5.142 5.362 -8.816
78 H 0.117 1.897 -7.181
79 H -5.249 5.538 -7.118
80 H -5.362 3.505 4.215
81 H -4.443 -0.640 7.810
82 H -4.595 -2.482 9.586
83 H -3.544 -3.767 8.219
84 H 4.527 6.123 6.011
85 H 8.881 4.085 0.218
86 H -1.582 4.059 -9.679
87 H -0.416 5.051 -3.237
88 H 2.290 -4.814 -8.611
89 H 3.836 -5.127 -7.812
90 H 5.771 -5.903 2.008
91 H -2.624 -2.404 7.792
92 H -4.593 6.847 -7.930
93 H 7.692 3.962 1.484
94 H 6.774 5.984 1.082
95 H 4.421 -1.622 7.123
96 H 5.166 4.854 7.108
97 H 4.656 4.442 5.412
98 H -4.294 -4.900 1.838
99 H -2.000 6.483 -8.046
100 H 4.847 -7.096 1.300
101 H 0.863 3.421 -7.606
102 H 10.710 7.010 0.403
103 H -0.073 5.247 -4.944
104 H 5.332 -1.715 -2.786
105 H -7.763 -3.652 1.903
106 H 3.887 -2.082 5.405
107 H 5.255 -8.656 2.897
108 H 5.140 -3.029 6.320
109 H -5.047 5.292 -2.415
110 H -5.480 -2.958 1.635
111 H 10.045 5.861 -0.732
112 H -4.039 4.056 -2.077
113 H -8.677 -4.054 0.572
114 H 2.102 -4.536 -4.490
115 H -2.814 6.094 -9.421
116 H 6.432 -7.748 6.341
117 H -6.059 -1.268 7.311
118 H -6.565 -3.098 11.012
119 H 5.443 3.810 0.856
120 H -5.183 -2.724 -0.060
121 H -2.985 -3.713 6.603
122 H 5.922 2.257 0.516
123 H -6.995 3.895 4.425
124 H 7.216 5.989 -0.676
125 H -3.286 -3.889 0.802
126 H 3.226 -3.527 -7.774
127 H 4.430 -3.436 -5.922
128 H 0.022 2.498 -8.807
129 H 5.197 3.009 -0.792
130 H 3.029 -5.551 0.956
131 H -3.184 -7.016 -0.515
132 H 3.658 -4.243 1.995
133 H -7.942 -2.149 10.464
134 H -6.513 2.115 4.692
135 H 6.844 -7.792 2.754
136 H 6.208 -2.385 -4.117
137 H 2.088 -3.011 -5.549
138 H -3.165 -5.826 -1.777
139 H 9.547 7.475 -0.816
140 H -5.388 2.299 -3.194
141 H 4.496 -4.723 -4.845
142 H 5.616 -3.414 -2.787
143 H -0.297 5.046 -9.049
144 H -5.621 -1.148 9.691
145 H -2.180 -5.535 -0.448
146 H -0.833 6.522 -4.167
147 H -3.349 6.556 -3.745
148 H -6.475 3.644 -3.049
149 H -2.590 5.960 -2.334
150 H 7.692 -8.092 5.158
151 H 2.195 -4.944 2.435


The following is a DFT calculation (ωB97M-V/def2-TZVPD) of a gas-phase ion, C4H13N3 (charge +2) in a non-equilibrium geometry.

Summary:
**Structure (SMILES)**: CC(C)=[NH+]C[NH2+]N
**Charge**: +2
**Energy relative to the best compared isomer or geometry (same formula, charge and spin)**: 120.31 kcal per mole
**Lowest unoccupied orbital energy**: -8.642 eV
**Frontier orbital gap**: 10.7271 eV
**HOMO level**: -19.37 eV

Geometry (Å):
1 N 2.160 0.220 0.514
2 N 2.074 0.258 -0.982
3 N -0.220 -0.109 1.021
4 C -2.736 -1.123 0.445
5 C 0.898 0.821 1.058
6 C -0.925 0.080 -1.316
7 C -1.142 -0.260 0.084
8 H 2.141 -0.772 0.738
9 H -2.519 -2.193 0.472
10 H -3.124 -0.890 -0.559
11 H 0.703 1.611 0.258
12 H 0.194 0.267 -1.514
13 H 3.080 0.703 0.762
14 H -3.140 -0.455 1.286
15 H 1.228 1.165 2.028
16 H -1.296 -0.547 -2.002
17 H 2.344 -0.618 -1.395
18 H -0.540 -0.241 1.943
19 H 2.448 1.094 -1.399
20 H -1.628 0.989 -1.442


The following is a DFT calculation (ωB97M-V/def2-TZVPD) of 2 unconnected molecules or ions with the total composition C4H12NO2 in a non-equilibrium geometry.

Summary:
**Charge**: +1
**Energy relative to the best compared isomer or geometry (same formula, charge and spin)**: 94.91 kcal per mole
**Lowest unoccupied orbital energy**: -4.763 eV
**Frontier orbital gap**: 10.1110 eV
**HOMO level**: -14.87 eV

Geometry (Å):
1 O 0.595 2.446 -2.000
2 O 1.653 -2.551 2.263
3 N 0.007 -0.217 -1.281
4 C -0.315 0.495 1.089
5 C 0.406 0.936 -0.190
6 C 0.001 2.225 -0.935
7 C -1.322 -0.650 -1.502
8 H 1.905 -1.781 2.702
9 H 0.302 -0.182 1.859
10 H -1.660 -0.987 -2.493
11 H -0.609 1.335 1.752
12 H 0.569 -1.062 -0.935
13 H 1.326 -3.022 3.110
14 H 1.533 0.834 -0.066
15 H 0.515 0.173 -2.256
16 H -1.245 -0.132 1.083
17 H -1.626 -1.353 -0.651
18 H -0.296 3.077 -0.267
19 H -1.740 0.416 -1.282


The following is a DFT calculation (ωB97M-V/def2-TZVPD) of a molecular structure, AuFHO2P in a non-equilibrium geometry.

Summary:
**Expectation value of S²**: 3.7676
**Spin multiplicity**: 4
**Charge**: +1
**Lowest unoccupied orbital energy (alpha / beta)**: -4.960 / -10.041 eV
**Frontier orbital gap (alpha / beta)**: 8.7887 / 6.8870 eV
**HOMO level (alpha / beta)**: -13.75 / -16.93 eV

Geometry (Å):
1 Au 1.599 0.029 -0.367
2 P -1.378 -0.139 0.922
3 F 3.246 -0.004 -0.574
4 O -2.528 -0.089 -0.128
5 O -0.083 0.208 -0.353
6 H -0.665 0.214 -1.195


The following is a DFT calculation (ωB97M-V/def2-TZVPD) of a single C19H22F2O2 molecule in a non-equilibrium geometry.

Summary:
**Structure (SMILES)**: Cc1cc([C@H](O)CCCCCO)ccc1-c1ccc(F)cc1F
**Energy relative to the best compared isomer or geometry (same formula, charge and spin)**: 1.66 kcal per mole
**Lowest unoccupied orbital energy**: 0.607 eV
**Frontier orbital gap**: 9.3471 eV
**HOMO level**: -8.74 eV

Geometry (Å):
1 F 0.461 -3.994 -6.555
2 F 2.417 -0.280 -4.487
3 O 2.699 1.757 1.968
4 O -4.018 1.970 5.097
5 C -2.418 0.978 3.532
6 C 0.365 1.952 2.360
7 C -0.067 -3.562 -4.186
8 C 1.634 -0.363 0.324
9 C 0.739 0.599 -2.142
10 C -2.103 2.333 2.843
11 C 1.486 1.993 1.299
12 C 1.047 -0.772 -2.004
13 C 1.512 -1.246 -0.749
14 C -1.006 2.259 1.742
15 C 0.901 -1.630 -3.154
16 C 1.570 -1.314 -4.366
17 C 1.333 1.003 0.194
18 C 1.866 -2.686 -0.574
19 C 1.357 -2.113 -5.488
20 C 0.048 -2.746 -3.083
21 C -3.845 0.924 4.136
22 C 0.910 1.494 -1.063
23 C 0.521 -3.214 -5.434
24 H 1.842 -1.866 -6.411
25 H -2.317 0.135 2.870
26 H 0.942 -3.254 -0.403
27 H -1.063 3.231 1.231
28 H 0.745 2.555 -1.233
29 H 1.987 -0.754 1.289
30 H -0.439 -2.987 -2.153
31 H -4.587 0.979 3.320
32 H -4.003 -0.084 4.566
33 H -1.788 3.080 3.597
34 H -3.035 2.679 2.341
35 H -1.709 0.787 4.336
36 H 1.558 2.955 0.838
37 H 0.384 0.989 -3.065
38 H -3.190 2.006 5.670
39 H -0.648 -4.457 -4.165
40 H 3.333 1.376 1.321
41 H 2.374 -3.114 -1.428
42 H 0.407 0.956 2.824
43 H 2.484 -2.791 0.301
44 H -1.249 1.529 0.980
45 H 0.562 2.704 3.163


The following is a DFT calculation (ωB97M-V/def2-TZVPD) of 2 unconnected molecules or ions with the total composition C18H15F2S in a non-equilibrium geometry.

Summary:
**Charge**: +1
**Energy relative to the best compared isomer or geometry (same formula, charge and spin)**: 0.00 kcal per mole
**Lowest unoccupied orbital energy**: -6.082 eV
**Frontier orbital gap**: 5.1017 eV
**HOMO level**: -11.18 eV

Geometry (Å):
1 S 1.480 2.281 0.977
2 F -4.157 3.849 -0.408
3 F 0.019 -5.609 1.178
4 C -3.460 1.710 0.346
5 C -1.411 -2.311 0.634
6 C 3.189 2.053 0.721
7 C 0.443 -4.052 -0.571
8 C 0.183 -2.814 -1.137
9 C -2.667 0.582 0.164
10 C 2.382 -0.124 1.119
11 C -0.233 -4.391 0.603
12 C -1.742 1.560 -1.865
13 C -1.155 -3.547 1.216
14 C 4.128 3.168 0.440
15 C -3.374 2.739 -0.588
16 C -2.527 2.689 -1.698
17 C 1.209 0.598 1.237
18 C -1.777 0.461 -0.945
19 C -0.749 -1.892 -0.559
20 C 3.511 0.713 0.826
21 C -0.911 -0.638 -1.219
22 H -0.301 -0.519 -2.121
23 H 4.527 0.348 0.696
24 H 3.849 3.683 -0.487
25 H 0.694 -2.519 -2.056
26 H 1.150 -4.745 -1.025
27 H 0.228 0.200 1.474
28 H 5.144 2.776 0.328
29 H -4.132 1.781 1.201
30 H -1.670 -3.845 2.129
31 H -2.742 -0.208 0.899
32 H 4.125 3.895 1.262
33 H -2.491 3.515 -2.407
34 H -2.136 -1.670 1.117
35 H 2.445 -1.202 1.243
36 H -1.072 1.487 -2.724


The following is a DFT calculation (ωB97M-V/def2-TZVPD) of a single C4H2Cl3P molecule in a non-equilibrium geometry.

Summary:
**Structure (SMILES)**: ClC#C/C=C\P(Cl)Cl
**Energy relative to the best compared isomer or geometry (same formula, charge and spin)**: 45.32 kcal per mole
**Lowest unoccupied orbital energy**: -0.092 eV
**Frontier orbital gap**: 9.0297 eV
**HOMO level**: -9.12 eV

Geometry (Å):
1 Cl -1.922 2.360 -4.041
2 Cl -1.706 -3.289 -1.699
3 Cl -1.708 -2.984 1.437
4 P -0.483 -2.801 -0.166
5 C -0.428 0.221 -0.783
6 C -0.269 -0.930 -0.115
7 C -1.468 1.490 -2.796
8 C -1.006 0.689 -2.009
9 H 0.550 -0.811 0.694
10 H 0.210 0.936 -0.138


Copy entry 5 word for word.
The following is a DFT calculation (ωB97M-V/def2-TZVPD) of a molecular structure, AuFHO2P in a non-equilibrium geometry.

Summary:
**Expectation value of S²**: 3.7676
**Spin multiplicity**: 4
**Charge**: +1
**Lowest unoccupied orbital energy (alpha / beta)**: -4.960 / -10.041 eV
**Frontier orbital gap (alpha / beta)**: 8.7887 / 6.8870 eV
**HOMO level (alpha / beta)**: -13.75 / -16.93 eV

Geometry (Å):
1 Au 1.599 0.029 -0.367
2 P -1.378 -0.139 0.922
3 F 3.246 -0.004 -0.574
4 O -2.528 -0.089 -0.128
5 O -0.083 0.208 -0.353
6 H -0.665 0.214 -1.195